(1)
82
Properties=species:S:1:pos:R:3:forces:R:3 method="wB97M-V/def2-TZVPD" s2=8.771 e_above_lowest_kj_mol=0.0 charge=+2 molar_mass_g_mol=844.0 multiplicity=6 fmax_ev_per_a=4.09 lumo_energy_ha="-0.274 / -0.267" orbital_gap_ev="6.31 / 6.48"
C 0.572 -1.399 -2.693 -0.28 0.04 0.00
C -0.448 -1.627 -1.754 -0.07 0.19 -0.16
C -1.794 -1.582 -2.162 0.33 0.00 0.11
C -2.109 -1.357 -3.498 0.03 -0.03 0.04
C -1.095 -1.192 -4.440 0.10 0.23 0.06
C 0.242 -1.189 -4.033 -0.05 0.00 0.01
P -0.057 -1.830 0.028 -0.10 -0.34 -0.29
C -1.299 -3.044 0.599 -0.44 0.32 0.36
C -2.387 -2.569 1.360 0.28 -0.49 -0.38
C -3.386 -3.448 1.768 -0.07 0.06 -0.01
C -3.320 -4.802 1.424 0.15 0.20 -0.02
C -2.241 -5.277 0.675 0.06 0.20 0.01
C -1.227 -4.403 0.266 -0.19 0.08 0.06
Sm -0.244 0.853 1.518 -0.96 -2.89 2.74
P 0.175 2.152 -0.859 -0.38 0.47 -0.91
C -1.286 2.519 -1.966 0.09 0.48 -0.52
C -1.118 2.859 -3.317 0.07 -0.22 0.31
C -2.186 2.738 -4.211 -0.25 0.06 0.01
C -3.425 2.251 -3.778 0.63 -0.02 0.06
C -3.616 1.969 -2.421 -0.05 0.36 0.08
C -2.591 2.215 -1.511 0.40 -0.58 -0.19
C -0.028 3.267 0.589 0.42 0.30 0.29
C 0.958 3.179 1.623 -0.44 0.78 0.41
C 0.700 3.750 2.881 0.26 0.00 -0.59
C -0.454 4.523 3.057 -0.41 0.01 -0.06
C -1.367 4.705 2.007 0.22 0.18 0.43
C -1.173 4.072 0.778 0.53 -0.31 0.00
C 1.761 2.531 -1.696 0.48 -0.17 -0.24
C 2.852 1.638 -1.595 -0.22 0.14 0.34
C 4.143 2.048 -1.928 -0.15 0.19 -0.32
C 4.354 3.311 -2.500 -0.45 -0.15 0.18
C 3.266 4.172 -2.682 -0.14 -0.13 0.08
C 1.982 3.797 -2.262 -0.06 0.13 -0.13
C 1.548 -2.694 0.069 0.40 0.27 0.31
C 1.933 -3.663 -0.870 0.16 -0.05 0.15
C 3.182 -4.287 -0.760 -0.15 0.16 0.02
C 4.062 -3.929 0.263 -0.21 0.19 0.10
C 3.681 -2.960 1.197 0.02 -0.02 0.00
C 2.432 -2.353 1.114 -0.05 -0.14 -0.56
H 1.928 2.695 1.445 -0.36 -0.01 -0.04
H 1.411 3.620 3.704 -0.23 0.16 -0.38
H -0.638 5.000 4.022 0.03 -0.18 -0.32
H -2.239 5.352 2.156 0.38 -0.29 -0.08
H -1.871 4.238 -0.043 0.12 -0.20 0.26
H -0.144 3.216 -3.658 -0.32 -0.37 -0.11
H -2.039 2.996 -5.262 -0.05 -0.07 0.37
H -4.230 2.092 -4.492 0.18 0.02 0.16
H -4.568 1.555 -2.076 0.28 0.42 -0.05
H -2.811 2.138 -0.440 0.12 -0.41 -0.26
H 2.682 0.621 -1.230 0.14 0.31 0.05
H 4.997 1.390 -1.761 -0.35 0.05 -0.14
H 5.356 3.615 -2.807 -0.33 -0.07 0.15
H 3.417 5.152 -3.140 -0.09 -0.32 0.19
H 1.153 4.503 -2.380 0.33 -0.17 0.11
H 1.269 -3.934 -1.694 0.22 0.11 0.26
H 3.471 -5.045 -1.488 -0.09 0.22 0.20
H 5.046 -4.394 0.337 -0.33 0.10 -0.04
H 4.358 -2.667 1.999 -0.10 -0.15 -0.19
H 2.144 -1.604 1.857 0.05 -0.23 -0.15
H -2.464 -1.511 1.631 0.07 -0.27 -0.01
H -4.222 -3.060 2.353 0.19 -0.21 -0.15
H -4.113 -5.481 1.744 0.29 0.20 -0.11
H -2.187 -6.332 0.403 0.00 0.32 0.09
H -0.388 -4.779 -0.321 -0.27 0.06 0.22
H -2.589 -1.743 -1.429 0.20 0.00 -0.23
H -3.152 -1.318 -3.808 0.23 -0.08 0.06
H -1.354 -1.035 -5.488 0.14 -0.07 0.30
H 1.034 -1.030 -4.765 -0.20 -0.08 0.18
H 1.619 -1.421 -2.381 -0.32 0.00 -0.15
H -0.715 0.921 -0.500 0.41 0.57 -0.37
H 1.160 1.180 0.124 -0.01 0.29 -0.65
F 0.465 -3.045 3.403 -0.07 0.83 0.41
C 0.150 -1.942 4.131 0.17 -0.29 0.60
C -0.235 -0.763 3.528 -0.70 1.42 -1.04
C -0.667 0.250 4.370 0.51 -1.12 0.81
F -1.293 1.388 3.791 0.53 -0.14 -0.29
C -0.569 0.216 5.758 -0.34 0.86 -0.04
F -0.896 1.305 6.486 0.15 -0.85 -0.27
C -0.111 -0.961 6.344 0.20 -0.14 0.61
F 0.025 -1.053 7.683 -0.21 0.10 -1.27
C 0.213 -2.052 5.528 0.22 -0.74 -0.14
F 0.603 -3.213 6.086 -0.30 0.96 -0.28

---

(2)
35
Properties=species:S:1:pos:R:3:forces:R:3 method="wB97M-V/def2-TZVPD" s2=8.833 charge=-1 molar_mass_g_mol=257.2 multiplicity=6 fmax_ev_per_a=5.37 lumo_energy_ha="0.110 / 0.098" orbital_gap_ev="3.74 / 5.40"
C 0.412 -1.134 -3.207 -1.37 -0.49 -1.03
C -0.924 -1.220 -2.749 0.36 -1.23 -1.48
C -0.933 -1.969 -1.494 0.30 -2.22 -0.96
C 0.361 -2.442 -1.249 -1.29 -1.10 0.28
C 1.331 -1.876 -2.248 1.11 -0.56 -0.41
Fe 0.300 -0.338 -1.390 0.42 5.01 1.89
C -1.471 1.854 -2.205 -0.30 -0.88 1.64
C -1.063 2.683 -3.189 -0.37 -0.20 -1.02
C 0.071 3.105 -3.736 0.74 0.33 -0.31
N 2.089 -0.823 -1.452 1.64 -0.77 -0.92
H -1.804 -2.205 -0.883 0.31 0.35 -0.19
H -1.792 -0.821 -3.261 0.28 0.21 0.37
H 0.683 -3.110 -0.451 -0.18 0.55 -0.07
H 1.995 -2.589 -2.727 0.09 -0.31 -0.11
H 0.800 -0.680 -4.118 -0.38 0.02 0.32
H -2.398 1.239 -2.288 0.58 0.59 0.21
H 2.848 -0.441 -2.039 -0.79 -0.10 0.28
H -0.999 1.906 -1.194 -0.66 0.11 -0.69
H 0.152 3.852 -4.527 -0.06 0.03 0.27
H 1.010 2.611 -3.439 0.08 0.04 -0.15
C 0.200 1.577 3.560 0.06 0.32 0.30
C -0.052 0.172 3.019 -0.06 0.14 0.11
C 1.085 -0.778 3.406 0.23 -0.16 0.09
C -1.396 -0.368 3.511 -0.28 -0.10 0.18
C -0.109 0.282 1.571 0.03 -0.21 -1.70
C -0.096 0.287 0.342 -0.50 0.51 2.96
H 0.248 1.596 4.653 -0.01 -0.07 0.01
H -0.602 2.249 3.237 0.14 -0.07 0.04
H 1.146 1.964 3.166 -0.15 -0.03 0.04
H 1.191 -0.861 4.495 -0.08 0.06 -0.05
H 0.900 -1.782 3.005 0.03 0.19 0.03
H 2.037 -0.423 2.995 -0.18 -0.05 0.04
H -2.210 0.287 3.182 0.12 -0.10 0.04
H -1.578 -1.367 3.097 0.03 0.16 0.04
H -1.432 -0.439 4.604 0.08 0.03 -0.04